a:
Molecular formula: C4H15N2O
Method: DFT, wB97M-V/def2-TZVPD

Element x y z (Å)
H  1.559  -0.142  1.792
C  -0.647  1.134  -0.916
H  2.405  -1.787  -1.052
H  -1.217  0.580  -1.652
N  1.030  -0.252  -0.206
N  -1.084  0.618  0.386
H  -4.534  -0.700  1.851
C  0.792  0.854  -1.188
H  0.969  0.686  -2.319
H  1.115  -2.349  0.001
H  -0.927  2.201  -1.060
H  1.921  1.365  1.061
H  2.973  0.002  0.655
H  0.898  -1.777  -1.713
H  0.108  -0.273  0.310
H  1.515  1.626  -0.976
H  -2.039  0.295  0.302
H  -3.266  -1.147  2.258
C  1.385  -1.585  -0.755
C  1.939  0.196  0.854
O  -3.662  -0.942  1.359
H  -1.234  1.399  1.009

Properties
Kohn-Sham gap: 12.1926 eV
total charge: +1
LUMO: -2.643 eV
HOMO energy: -14.836 eV


b:
Molecular formula: C4H15N2O
Method: DFT, wB97M-V/def2-TZVPD

Element x y z (Å)
H  -0.372  -2.484  -0.528
H  0.966  3.163  0.105
O  -0.855  -1.828  1.348
C  -1.184  -2.629  0.183
H  1.291  0.294  -0.878
H  2.316  2.052  0.503
H  -2.549  -1.153  -0.722
H  -0.177  1.309  -1.090
C  -2.513  -2.187  -0.383
N  2.119  2.762  -1.544
H  1.012  0.314  1.432
H  -1.227  -3.675  0.473
C  0.690  1.103  -0.470
H  -0.316  1.329  1.348
C  1.572  2.329  -0.257
H  2.693  2.010  -1.898
H  2.773  3.512  -1.380
H  -0.964  -2.338  2.154
H  -3.308  -2.374  0.339
H  -2.743  -2.821  -1.245
H  -0.389  -0.224  0.790
N  0.219  0.613  0.878

Properties
Kohn-Sham gap: 10.3367 eV
total charge: +1
LUMO: -3.174 eV
HOMO energy: -13.511 eV


Quick one: least stable of them? a


a:
Molecular formula: C3H3N5O
Method: DFT, wB97M-V/def2-TZVPD

Element x y z (Å)
C  -0.735  -2.035  -1.129
O  0.213  1.127  -1.165
N  0.007  -0.189  -0.950
N  -0.392  -1.082  -1.950
H  0.464  0.416  2.409
H  -1.158  -2.987  -1.365
C  0.649  1.422  0.262
N  -0.898  -1.731  0.277
N  0.000  0.462  1.155
N  1.131  2.421  0.660
H  1.020  2.764  1.566
C  -0.300  -0.588  0.230

Properties
Kohn-Sham gap: 9.1975 eV
total charge: 0
LUMO: -0.346 eV
HOMO energy: -9.544 eV


b:
Molecular formula: C3H3N5O
Method: DFT, wB97M-V/def2-TZVPD

Element x y z (Å)
H  -0.671  2.121  0.736
N  -1.754  0.609  -0.005
N  -0.589  1.469  -0.069
O  -2.140  -1.619  0.001
C  2.120  -0.720  -0.084
N  0.113  -0.620  0.041
H  -2.395  0.887  -0.681
N  1.829  0.610  -0.015
N  1.142  -1.547  0.046
C  0.516  0.607  0.075
C  -1.336  -0.729  0.063
H  3.166  -1.069  -0.109

Properties
SMILES: O=c1[nH][nH]c2ncnn12
Kohn-Sham gap: 10.6070 eV
total charge: 0
LUMO: 0.606 eV
HOMO energy: -10.001 eV


Quick one: least stable of them? a


a:
Molecular formula: C4H3F3
Method: DFT, wB97M-V/def2-TZVPD

Element x y z (Å)
F  1.025  0.975  -1.398
C  -1.013  -0.793  0.449
C  -1.232  -0.558  -0.832
F  -1.987  0.434  -1.202
H  2.099  1.178  1.906
C  1.479  0.932  -0.193
H  -0.432  -0.828  -1.652
H  -1.780  -0.559  1.181
F  -0.131  -1.698  0.838
C  1.971  0.916  0.903

Properties
SMILES: F/C=C/F.C#CF
Kohn-Sham gap: 10.6536 eV
total charge: 0
LUMO: 0.941 eV
HOMO energy: -9.713 eV


b:
Molecular formula: C4H3F3
Method: DFT, wB97M-V/def2-TZVPD

Element x y z (Å)
H  1.095  0.286  -0.533
C  -0.457  -0.735  0.437
F  -2.170  1.654  0.286
C  -1.909  -0.711  0.385
C  -2.579  0.443  0.169
F  -2.477  -1.803  -0.117
F  -3.823  0.493  -0.320
H  -0.304  0.905  -1.069
C  0.072  0.193  -0.324
H  0.175  -1.550  0.919

Properties
SMILES: C=CC(F)=C(F)F
Kohn-Sham gap: 10.1027 eV
total charge: 0
LUMO: 0.987 eV
HOMO energy: -9.116 eV


Quick one: least stable of them? a


a:
Molecular formula: C4H11N2S
Method: DFT, wB97M-V/def2-TZVPD

Element x y z (Å)
H  1.730  1.627  -0.170
C  -2.480  -0.646  1.624
H  -0.156  -1.318  0.693
H  0.975  1.526  -1.774
S  2.161  -0.516  -1.223
H  -0.818  -0.749  -1.453
H  -0.609  1.635  0.148
C  -0.099  -0.276  0.975
N  -1.164  0.162  -1.171
H  -1.148  0.773  -1.978
C  -0.177  0.688  -0.206
H  -3.037  -0.890  2.533
N  -1.191  -0.089  1.977
C  1.191  0.961  -0.855
H  -1.273  0.887  2.215
H  0.803  -0.110  1.501
H  -3.063  0.028  0.994
H  -2.299  -1.605  1.138

Properties
SMILES: CNC[C@H](N)C[S-]
Kohn-Sham gap: 6.3380 eV
total charge: -1
LUMO: 3.908 eV
HOMO energy: -2.430 eV


b:
Molecular formula: C4H11N2S
Method: DFT, wB97M-V/def2-TZVPD

Element x y z (Å)
C  -0.746  -1.019  1.579
H  -0.636  1.298  0.674
C  0.413  0.983  0.699
N  -1.251  -1.583  0.325
C  1.005  0.814  -0.729
S  0.284  -0.370  -3.197
H  0.976  1.748  1.223
H  1.249  -0.794  1.237
H  0.011  1.871  -2.299
H  1.809  1.534  -0.835
H  1.458  -0.179  -0.716
H  -0.734  -2.411  0.074
H  -1.519  -0.388  1.988
C  -0.016  0.871  -1.862
N  0.466  -0.231  1.531
H  -0.586  -1.854  2.255
H  -1.163  -0.912  -0.428
H  -1.022  0.623  -1.519

Properties
SMILES: NCNCCC[S-]
Kohn-Sham gap: 6.3028 eV
total charge: -1
LUMO: 3.871 eV
HOMO energy: -2.432 eV


Quick one: least stable of them? b


a:
Molecular formula: C3H9NS
Method: DFT, wB97M-V/def2-TZVPD

Element x y z (Å)
H  -1.559  -1.031  1.616
H  2.086  -0.784  0.105
S  -2.874  -1.135  -0.496
H  0.044  -1.253  -0.399
C  -1.650  -0.458  0.694
C  1.991  0.298  -0.034
N  0.645  0.515  0.562
H  -1.884  0.573  1.001
H  2.752  0.752  0.590
H  0.369  1.476  0.378
H  -0.988  0.625  -1.824
H  2.194  0.487  -1.093
C  -0.373  -0.303  -0.063
H  -0.755  0.237  -1.036

Properties
Kohn-Sham gap: 5.4908 eV
total charge: 0
LUMO: -2.119 eV
HOMO energy: -7.610 eV


b:
Molecular formula: C3H9NS
Method: DFT, wB97M-V/def2-TZVPD

Element x y z (Å)
H  -1.736  0.654  0.741
C  -0.849  0.125  0.471
H  0.528  1.638  1.118
H  1.259  -1.524  0.838
C  -0.568  0.239  -1.049
S  1.806  -0.401  1.280
H  -0.039  0.607  2.421
H  -1.525  0.129  -1.561
H  1.288  -0.693  -1.096
N  0.373  -0.801  -1.506
H  -0.164  1.247  -1.194
H  0.414  -0.882  -2.517
H  -1.089  -0.934  0.685
C  0.303  0.596  1.371

Properties
SMILES: NCCCS
Kohn-Sham gap: 10.1114 eV
total charge: 0
LUMO: 1.098 eV
HOMO energy: -9.014 eV


Quick one: least stable of them? a


a:
Molecular formula: C3H9NS
Method: DFT, wB97M-V/def2-TZVPD

Element x y z (Å)
H  1.594  -1.592  -1.393
H  -1.312  0.298  -1.631
H  -1.940  0.688  0.000
H  -0.021  -2.321  -0.946
H  1.577  1.640  0.109
C  -0.068  -0.157  1.586
H  0.901  -0.438  2.089
S  0.409  -0.081  -0.238
C  -1.149  0.817  -0.705
N  1.652  0.814  -0.437
C  0.671  -1.519  -1.036
H  -0.436  0.815  1.867
H  -0.919  -0.843  1.580
H  -0.958  1.879  -0.846

Properties
SMILES: C=S(C)(C)=N
Kohn-Sham gap: 8.3706 eV
total charge: 0
LUMO: 0.667 eV
HOMO energy: -7.704 eV


b:
Molecular formula: C3H9NS
Method: DFT, wB97M-V/def2-TZVPD

Element x y z (Å)
H  3.191  -1.461  -0.056
C  0.020  -0.617  0.665
H  0.514  1.294  -0.283
S  -1.846  1.234  -0.273
C  2.310  -0.817  -0.165
H  -0.895  -1.177  0.811
N  1.142  -1.491  0.335
H  2.556  0.088  0.402
H  1.317  -2.084  1.130
C  -0.188  0.478  -0.380
H  0.173  -0.125  1.645
H  -0.191  -0.038  -1.312
H  2.262  -0.679  -1.244
H  -2.409  0.458  0.661

Properties
SMILES: CNCCS
Kohn-Sham gap: 9.9116 eV
total charge: 0
LUMO: 1.021 eV
HOMO energy: -8.890 eV


Quick one: least stable of them? a